[1]
Entry from OMol25: a structure of composition C6H12N3O at a distorted geometry (ωB97M-V with the def2-TZVPD basis set).

HOMO-LUMO gap ... 10.452 eV
Relative energy (zero: lowest compared OMol25 entry of this formula, charge and spin) ... 70.92 kcal per mole
Total charge ... +1
Lowest unoccupied orbital energy ... -3.6301 eV

```
22
Properties=species:S:1:pos:R:3:forces:R:3
C -1.407646 0.476819 0.537961 3.577 -0.890 -0.238
C -1.089034 -1.204036 -1.063119 -1.322 1.458 1.108
C 0.531916 0.202117 0.105830 -5.988 0.007 4.048
C 1.064729 -0.144206 1.514152 2.859 -1.017 -2.978
C 0.839209 1.550132 -0.418756 1.108 -1.007 1.316
C 1.289556 -1.408714 -1.483825 0.588 -0.803 -2.821
N -1.972649 -0.366676 -0.242413 -0.358 -0.024 -0.012
N 0.179361 -0.907058 -0.719794 1.736 0.120 -0.670
N -2.038833 1.123441 1.469912 0.105 -0.218 -0.630
O -1.575905 -1.942303 -1.831576 0.173 -1.371 -1.178
H 0.685498 0.464731 2.223707 -1.019 2.698 2.035
H 2.164365 0.055863 1.409570 -0.714 -0.312 0.622
H 0.911866 -1.109672 1.977211 -0.118 -0.698 -0.918
H 0.318606 1.744904 -1.263200 -2.010 0.759 -2.567
H 1.823933 1.554945 -0.724596 2.577 0.004 -0.731
H 0.791179 2.359274 0.277357 -0.451 0.194 0.756
H 1.036562 -2.020025 -2.400711 -0.407 -0.216 1.766
H 1.753181 -0.655325 -2.071670 0.252 1.732 -0.253
H 2.155528 -1.776309 -0.961082 -0.332 -0.835 0.850
H -2.966205 -0.503518 -0.115090 -0.159 -0.760 -0.869
H -1.491834 1.596406 2.135005 0.281 0.891 0.997
H -3.003382 0.909211 1.645128 -0.378 0.289 0.368
```
Forces are in eV/Å.


[2]
Entry from OMol25: the ion C6H12N3S with charge +1 at a distorted geometry (ωB97M-V with the def2-TZVPD basis set).

HOMO-LUMO gap (spin up / spin down) ... 5.541 / 7.700 eV
Relative energy (zero: lowest compared OMol25 entry of this formula, charge and spin) ... 104.90 kcal per mole
Total charge ... +1
Lowest unoccupied orbital energy (spin up / spin down) ... -5.4215 / -4.3107 eV

```
22
Properties=species:S:1:pos:R:3:forces:R:3
C -0.418646 2.057751 0.570861 3.887 0.835 1.692
C -1.917962 0.453218 -0.372916 -0.865 -1.659 0.313
C 1.079435 0.088339 0.728013 0.937 -0.642 2.385
C 0.784874 -0.347583 -0.647123 -0.531 2.853 -1.039
C -3.167305 -0.373318 -0.191995 -0.509 -1.228 -0.826
C 0.878006 -1.748127 -0.974822 0.271 -0.230 3.906
N -1.390811 1.299336 0.329567 -1.804 -0.324 -0.760
N 0.798453 1.493226 1.002301 -1.690 1.543 -0.610
N 2.422917 -0.401010 1.105960 -3.601 -2.280 1.817
S 0.985618 0.971904 -1.748972 0.246 -0.102 0.588
H -0.429097 3.164005 0.624886 -0.499 -0.860 -0.318
H 0.423129 -0.490220 1.448320 0.278 0.481 -1.015
H -3.999116 0.314891 -0.539168 0.723 -0.829 0.697
H -3.354579 -0.874282 0.800614 0.269 1.277 -0.538
H -3.218052 -1.289982 -0.880390 0.409 1.621 0.510
H 0.705563 -2.276557 0.014541 0.099 0.261 -1.086
H 1.936139 -1.866508 -1.109584 0.443 -0.897 -1.174
H 0.098840 -2.022424 -1.589863 -0.819 -1.102 -2.185
H 1.487010 2.223748 1.164828 0.303 -0.845 0.040
H 2.345554 -0.803455 2.058310 0.345 0.379 -1.018
H 3.233779 0.099274 1.070398 2.183 2.229 -0.748
H 0.716247 0.327770 -2.863768 -0.073 -0.482 -0.631
```
Forces are in eV/Å.


[3]
Entry from OMol25: a cluster of 2 separate species, C6H12N4 in total at a distorted geometry (ωB97M-V with the def2-TZVPD basis set).

Spin multiplicity ... 3
⟨S²⟩ ... 2.013
HOMO-LUMO gap (spin up / spin down) ... 7.135 / 7.532 eV
Relative energy (zero: lowest compared OMol25 entry of this formula, charge and spin) ... 51.30 kcal per mole
Total charge ... 0
Lowest unoccupied orbital energy (spin up / spin down) ... 0.8523 / -1.0673 eV

```
22
Properties=species:S:1:pos:R:3:forces:R:3
C -1.229187 1.232889 0.608859 0.229 1.708 -0.009
C -2.609245 1.329970 0.351908 0.856 -1.922 -1.079
C -0.883311 0.002120 0.181983 -1.415 -0.715 -0.206
C -2.105787 -1.943462 -0.842304 -1.381 -1.204 1.221
C 2.468946 0.892904 1.295045 -0.274 -0.020 -0.504
C 1.544610 -0.139620 -1.221366 0.934 1.990 -0.185
N -3.024578 0.196632 -0.201974 -1.013 -0.280 -0.570
N -1.941756 -0.618154 -0.344569 -0.395 1.604 0.942
N 1.844621 -0.402853 1.051449 0.947 1.833 1.844
N 1.126551 -0.739670 0.028264 1.532 -1.521 -2.293
H -0.559006 2.063038 0.751490 0.075 -0.040 0.639
H -3.275173 2.143487 0.325422 -0.605 0.851 0.492
H -2.910651 -1.961568 -1.593230 0.298 0.129 0.375
H -1.202816 -2.302945 -1.282538 0.695 -0.142 -0.178
H -2.400007 -2.621978 0.026865 0.356 0.631 -1.227
H 3.394176 0.936711 0.750352 0.810 0.359 -0.040
H 1.846812 1.705781 0.930404 -0.187 -0.016 0.109
H 2.621012 0.990099 2.378908 0.046 0.003 -0.419
H 2.660952 -0.266083 -1.353043 -1.165 -0.175 -0.303
H 0.932042 -0.405750 -2.067651 0.056 -1.383 -0.139
H 1.363774 0.961276 -1.396825 0.295 -0.275 1.153
H 2.338020 -1.052823 1.622553 -0.693 -1.416 0.376
```
Forces are in eV/Å.


[4]
Entry from OMol25: an isolated molecule of C6H12N4O2 at a distorted geometry (ωB97M-V with the def2-TZVPD basis set).

Structure (SMILES) ... C[C@H]1CN(N=O)[C@@H](C)CN1N=O
HOMO-LUMO gap ... 9.427 eV
Relative energy (zero: lowest compared OMol25 entry of this formula, charge and spin) ... 186.15 kcal per mole
Total charge ... 0
Lowest unoccupied orbital energy ... 0.5210 eV

```
24
Properties=species:S:1:pos:R:3:forces:R:3
C 2.222256 0.780918 1.672087 -1.675 -1.318 2.221
C 1.232256 -0.254854 1.035768 -1.225 8.029 -1.765
C -0.251602 0.310566 1.441362 0.613 -1.229 0.891
N -1.053524 -0.312708 0.345409 1.571 1.445 3.678
N -1.810206 -1.293889 0.503988 -2.171 -1.813 -3.002
O -1.964665 -1.761600 1.573323 -0.077 -1.349 3.520
C -1.149702 0.342706 -0.868538 1.432 -0.535 -2.501
C -2.583667 0.991193 -0.891943 1.717 1.397 -1.534
C 0.136913 1.169761 -0.863741 0.626 0.180 2.381
N 1.283041 0.291687 -0.439401 -0.642 -1.781 -0.328
N 2.049879 -0.487913 -1.291289 -0.714 0.394 1.000
O 1.944410 -0.351705 -2.486934 -0.468 0.648 0.694
H 1.690002 1.844097 1.797627 1.743 -2.480 -0.349
H 3.144786 0.696314 1.172740 0.984 0.828 -1.124
H 2.512630 0.282816 2.618820 -0.426 1.063 0.420
H 1.400329 -1.280363 1.077962 0.166 -1.617 0.260
H -0.527047 -0.106408 2.448483 -0.024 0.188 -1.235
H -0.390887 1.495702 1.545611 0.553 -2.931 -0.484
H -0.754384 -0.421877 -1.672226 -2.068 1.137 0.905
H -2.368800 2.031194 -1.582171 -1.557 -3.019 1.478
H -3.348798 0.067121 -1.324380 1.879 3.413 1.611
H -2.627432 1.415314 0.232775 -0.897 -1.216 -2.623
H 0.385720 1.399969 -1.820112 0.567 1.354 -2.844
H 0.122862 2.060584 -0.167137 0.094 -0.789 -1.272
```
Forces are in eV/Å.


[5]
Entry from OMol25: a cluster of 3 separate species, C6H12N4S in total at a distorted geometry (ωB97M-V with the def2-TZVPD basis set).

HOMO-LUMO gap (spin up / spin down) ... 5.210 / 5.203 eV
Relative energy (zero: lowest compared OMol25 entry of this formula, charge and spin) ... 108.44 kcal per mole
Total charge ... +2
Lowest unoccupied orbital energy (spin up / spin down) ... -8.8457 / -8.8518 eV

```
23
Properties=species:S:1:pos:R:3:forces:R:3
C 11.265202 1.981622 -0.835609 -1.988 1.687 -0.514
C 11.174116 0.676541 -0.659812 -1.494 -0.554 -1.703
C 12.392838 1.763110 0.979769 -0.123 -1.857 2.360
C -12.689026 -0.750437 0.427765 2.719 -0.394 0.257
C -12.089462 0.054637 -0.474968 -0.455 0.344 0.417
C 11.973535 -0.703061 1.074395 -1.664 -2.305 -1.496
N 11.952965 2.605144 0.230254 -0.519 2.439 -2.594
N 11.837582 0.395133 0.510061 1.384 0.743 0.576
N -14.061542 -1.269185 0.155440 2.557 3.032 1.048
N -11.015942 0.850842 -0.528696 3.361 0.483 0.964
S 10.183471 -2.842872 -0.287721 0.822 1.101 0.821
H 10.605780 2.596001 -1.481193 1.141 -0.503 0.101
H 10.586238 -0.082742 -1.220265 0.857 0.669 0.655
H 12.788645 1.998903 1.971868 0.299 -0.972 -0.301
H -12.108905 -1.191691 1.223124 -0.569 -0.098 0.402
H -12.649767 0.216579 -1.325754 -1.475 0.485 -2.007
H 12.530829 -0.717728 1.945776 1.081 -0.667 1.951
H -14.425791 -1.416719 1.091366 -1.211 0.547 -0.252
H -14.112637 -2.074470 -0.361948 -0.014 -2.879 -1.565
H -14.304280 -0.478403 -0.441415 -1.894 -0.146 0.562
H -10.655801 1.404939 -1.324273 -1.545 -0.897 0.160
H -10.178153 0.797660 0.086347 -1.498 -0.476 0.012
H 11.000115 -3.813801 -0.754515 0.226 0.219 0.144
```
Forces are in eV/Å.


[6]
Entry from OMol25: a structure of composition C6H12NO at a distorted geometry (ωB97M-V with the def2-TZVPD basis set).

HOMO-LUMO gap ... 6.017 eV
Relative energy (zero: lowest compared OMol25 entry of this formula, charge and spin) ... 65.08 kcal per mole
Total charge ... -1
Lowest unoccupied orbital energy ... 3.8462 eV

```
20
Properties=species:S:1:pos:R:3:forces:R:3
C -2.535999 0.909753 0.160322 -1.557 2.000 0.544
O -3.324958 1.361583 0.992901 1.171 -0.034 0.044
C -1.639674 -0.300868 0.184280 -1.020 3.005 -0.864
C -0.795615 -0.176835 -1.101838 -0.680 -0.878 0.174
C 0.640773 -0.424091 -0.728993 0.346 -0.657 -0.838
C 1.259876 -1.498346 -1.371623 0.485 0.163 0.561
C 2.494219 0.152867 0.481823 0.289 0.505 -0.440
N 1.120987 0.420195 0.188668 -0.381 -0.377 -0.592
H -2.808425 1.175620 -0.930076 0.877 -0.048 0.914
H 0.302674 1.437534 2.917629 -0.564 0.176 -0.052
H -1.177047 -0.656565 1.106228 -0.424 0.160 -0.231
H -2.768537 -0.431016 0.080903 0.426 -3.758 -0.533
H -0.911609 0.819538 -1.499316 0.164 0.509 0.079
H -1.204139 -0.809581 -1.900702 0.557 -0.366 0.244
H 2.226536 -1.809139 -1.002905 0.248 -0.022 -0.209
H 0.887599 -2.100428 -2.201363 -0.453 0.378 0.353
H 2.604022 -0.837562 0.920984 0.392 -0.470 0.148
H 2.892589 0.880321 1.194379 -0.050 0.071 0.086
H 3.151342 0.201316 -0.438227 -0.357 -0.186 0.563
H -0.414613 1.685703 2.946926 0.531 -0.171 0.049
```
Forces are in eV/Å.


[7]
Entry from OMol25: a cluster of 2 separate species, C6H12NO in total at a distorted geometry (ωB97M-V with the def2-TZVPD basis set).

HOMO-LUMO gap ... 4.395 eV
Relative energy (zero: lowest compared OMol25 entry of this formula, charge and spin) ... 132.25 kcal per mole
Total charge ... -1
Lowest unoccupied orbital energy ... 1.7983 eV

```
20
Properties=species:S:1:pos:R:3:forces:R:3
C 2.136529 0.776577 0.706922 2.281 1.241 2.668
O 1.470892 1.359227 1.676549 -0.380 -1.405 -1.025
C 1.498833 0.831778 -0.762959 0.983 1.359 -5.053
C 0.173140 0.066416 -0.751713 -0.347 -1.543 1.896
C -1.062296 0.847541 -0.901977 2.014 -0.717 -2.206
C -3.520481 0.829918 -0.326094 0.743 1.518 0.009
C -2.174305 0.595001 -0.109420 -2.680 0.118 1.650
N 2.408381 0.400137 -1.756986 -1.937 -0.401 1.476
H 3.127261 1.285600 0.588744 -0.312 0.262 -0.602
H 2.491121 -0.272260 0.667082 -1.010 -0.551 0.859
H 1.226888 1.894589 -0.904928 0.349 0.413 0.540
H 0.120597 -0.381681 0.246715 -0.051 -0.337 -0.068
H 0.334656 -0.752087 -1.467316 -0.235 0.177 -0.009
H 3.093831 1.093076 -2.034372 -0.210 0.592 0.325
H -1.113315 1.210227 -1.955318 -0.697 0.275 0.943
H -4.229826 0.843081 0.528405 0.544 -0.481 -0.732
H -3.781740 1.500721 -1.151163 -0.247 -0.458 -0.069
H -2.123461 0.163007 0.906565 1.192 -0.061 -0.601
H 0.251124 -5.933314 3.310176 0.029 0.029 -0.012
H -0.327838 -6.357563 3.491083 -0.030 -0.028 0.012
```
Forces are in eV/Å.


[8]
Entry from OMol25: a cluster of 2 separate species, C6H12NO in total at a distorted geometry (ωB97M-V with the def2-TZVPD basis set).

Spin multiplicity ... 2
⟨S²⟩ ... 0.754
HOMO-LUMO gap (spin up / spin down) ... 10.678 / 7.934 eV
Relative energy (zero: lowest compared OMol25 entry of this formula, charge and spin) ... 45.33 kcal per mole
Total charge ... 0
Lowest unoccupied orbital energy (spin up / spin down) ... 0.9964 / -1.6602 eV

```
20
Properties=species:S:1:pos:R:3:forces:R:3
C 0.052376 -0.686655 0.729250 -0.544 -0.379 -1.306
O 0.747773 -0.034359 -0.257282 -0.060 -0.118 0.147
C -1.127510 -1.528622 0.134899 -0.645 1.053 -0.287
C -1.844748 -0.826342 -1.081823 2.557 0.844 0.530
C -1.989958 0.680231 -0.929363 -2.527 -0.172 0.612
C -2.660258 1.294272 0.051263 1.235 0.889 0.710
C 4.472551 0.811622 0.374594 -0.065 0.580 0.218
N 3.329628 1.081337 0.838480 0.028 -0.304 -0.107
H -0.427896 0.117643 1.302685 0.186 0.130 0.235
H 0.715386 -1.292131 1.346627 -0.040 0.039 0.347
H 2.594577 0.637167 0.286750 -0.039 0.061 -0.017
H -1.850517 -1.660820 0.938744 0.052 -0.364 0.111
H -0.763472 -2.485217 -0.226877 0.018 -0.201 0.216
H -2.743145 -1.355879 -1.371967 -0.119 0.026 -0.111
H -1.063499 -0.848732 -1.850617 -0.543 -0.684 -0.405
H -3.024777 0.905024 0.993740 -0.028 -0.827 -0.169
H -2.603144 2.381091 0.150325 -0.382 -0.088 -0.646
H 5.320562 1.254692 0.889061 0.285 -0.123 -0.041
H 4.680705 0.238099 -0.530388 -0.099 -0.161 0.010
H -1.814633 1.317581 -1.788100 0.731 -0.202 -0.048
```
Forces are in eV/Å.


What did we get for calculated total energy? Answer: -475.0380 -797.8630 -454.5755 -605.0262 -852.1987 -365.6750 -365.5680 -365.6515 hartree, in the order shown.